No. 1
106
Properties=species:S:1:pos:R:3:forces:R:3:mulliken_spin:R:1 method="wB97M-V/def2-TZVPD" charge=+2 e_above_lowest_kcal_mol=39.2 lumo_energy_ev="-6.176 / -6.254" spin_multiplicity=2 largest_force_ev_per_a=4.06 gap_ev="5.8 / 6.3"
Ta -1.061 -0.290 -1.057 0.9 0.4 -0.5 0.689
Te 2.205 0.431 0.689 -0.4 0.0 -0.3 0.012
Se -2.759 2.758 -1.834 -0.1 1.0 0.2 0.008
Cl 2.995 -3.593 -1.307 0.0 0.6 0.5 0.001
Cl 0.654 1.111 -3.164 0.0 -0.1 4.1 0.003
Cl 0.443 -5.781 -5.351 0.1 0.5 0.1 0.001
S -3.824 4.046 2.370 1.3 0.1 1.0 0.000
O 2.059 1.010 -3.200 -0.3 0.4 -0.4 0.000
O 0.419 -1.750 -0.936 -0.5 -0.5 -1.2 -0.018
O 0.071 2.094 -3.969 0.1 0.3 -0.6 0.003
O 0.018 -0.182 -3.254 -0.1 -0.9 -0.8 0.012
O -1.721 1.232 0.319 -0.4 -0.2 -0.7 0.021
O 0.234 1.398 -1.632 0.9 0.2 -1.7 0.018
N -3.376 3.330 -3.439 1.0 -1.1 1.8 0.059
N -5.161 2.356 0.715 1.2 0.0 0.8 0.002
N -2.304 1.103 -2.397 -0.8 -0.4 0.8 0.009
N -2.405 -0.027 -4.472 -0.8 -0.6 -0.8 -0.014
N 0.171 0.338 0.734 0.8 -1.2 0.1 0.012
N -1.753 -2.133 -2.344 0.3 0.3 0.5 0.018
N -2.560 -1.383 0.274 0.4 -0.4 0.2 -0.022
N -4.406 1.262 1.108 -0.5 0.9 -0.2 0.003
N -5.555 4.583 0.528 0.0 0.5 -0.5 0.000
C -5.189 0.012 -0.867 -0.7 1.3 -2.5 0.022
C 1.553 -4.359 -3.344 0.6 -0.5 -0.4 -0.006
C -2.962 -2.425 -2.789 -0.5 -0.8 -0.7 0.015
C -2.090 -2.592 0.621 -1.0 -1.0 1.2 0.038
C 5.085 -2.235 2.110 -0.5 -1.7 2.2 0.000
C 2.257 1.145 4.035 -1.8 -0.6 1.3 -0.001
C 0.855 -2.172 2.786 0.1 0.8 1.9 -0.002
C 4.457 -3.112 3.067 2.8 -0.2 -1.6 0.000
C 2.341 -2.151 2.511 0.0 0.8 -0.4 0.001
C -4.430 -1.850 1.692 -0.2 -0.1 0.4 -0.009
C -3.439 1.174 -6.284 -0.6 1.4 -1.0 -0.014
C 0.481 -2.707 -1.924 -0.7 1.3 0.6 0.014
C 4.425 -1.252 1.502 -1.5 2.4 -0.9 0.000
C -3.634 2.299 -5.548 -0.2 -0.6 -0.9 0.018
C 5.189 -0.136 0.740 -0.6 -0.9 1.4 0.000
C 2.913 2.169 3.221 0.7 0.6 -1.3 -0.002
C 4.079 4.117 1.614 0.4 0.1 1.1 0.000
C -0.643 1.313 1.015 0.4 0.7 0.0 0.001
C -2.681 -3.491 1.499 -2.0 2.0 -0.4 -0.003
C -3.121 -3.478 -3.751 0.5 0.5 0.9 0.002
C 5.383 -4.009 3.871 -2.0 1.8 1.2 0.000
C 3.400 3.105 0.978 0.1 0.3 0.4 -0.002
C 3.224 3.166 -0.505 -1.1 0.9 0.0 0.000
C -3.946 -3.102 2.014 1.3 0.1 0.3 0.015
C -0.754 -3.927 -3.735 0.2 1.2 0.4 0.002
C 1.537 -3.502 -2.218 1.2 -0.6 -0.4 0.008
C -0.492 2.436 1.955 0.4 0.4 1.4 -0.003
C -2.027 -4.202 -4.237 -1.5 1.4 0.5 0.002
C 3.656 3.210 3.795 -1.0 -0.6 -0.7 0.000
C -4.820 3.672 1.176 -1.8 -2.5 -1.1 0.001
C 5.031 5.244 3.660 -0.2 0.3 1.5 0.000
C -3.190 2.290 -4.211 -0.9 -0.8 -0.1 -0.006
C -4.423 0.232 0.364 0.9 -0.8 0.9 0.013
C 4.242 4.184 3.004 -0.2 -0.7 -0.5 0.000
C 3.116 -3.104 3.201 -1.2 1.2 -0.7 -0.001
C 3.017 -1.197 1.744 -0.3 -0.2 0.1 0.000
C 2.828 2.135 1.808 -0.2 -0.6 0.4 0.004
C -2.792 0.071 -5.742 0.9 -1.3 1.6 0.016
C 0.471 -4.539 -4.139 -0.8 -0.7 0.7 0.008
C -3.709 -1.024 0.840 -1.3 1.3 -0.2 0.018
C -2.688 1.013 -3.650 0.6 1.4 -2.2 0.037
C -0.683 -2.906 -2.718 -0.2 -0.5 -0.3 0.004
H 1.736 1.571 4.923 0.3 0.1 -0.6 0.000
H 6.131 -2.272 2.010 1.2 -0.2 -0.1 0.000
H 2.131 3.131 -0.649 0.3 -0.2 -0.5 0.000
H 3.679 3.289 4.862 0.2 0.0 0.5 0.000
H 4.958 -0.079 -0.291 -0.2 -0.2 -1.2 0.000
H 2.922 0.432 4.493 0.6 -0.4 -0.1 0.000
H -5.271 5.503 0.810 -0.6 0.5 -0.2 0.000
H 6.232 -0.315 0.881 0.8 -0.3 -0.2 0.000
H -1.195 -2.871 0.186 1.7 -0.4 -0.8 0.012
H -1.494 2.746 2.225 -0.2 0.3 0.0 -0.001
H -4.169 3.143 -5.959 0.2 0.2 0.1 0.000
H -2.241 -4.914 -5.009 0.3 -0.4 -0.2 0.000
H -2.217 -4.404 1.753 0.4 -0.8 0.1 0.000
H -6.406 4.412 -0.008 0.6 0.1 0.4 0.000
H 0.709 -2.824 3.683 -0.1 0.6 -0.8 0.000
H 4.399 5.693 4.459 0.6 -0.3 -0.3 0.000
H 5.289 6.043 3.007 0.3 0.6 -0.7 0.000
H 4.552 4.891 1.061 0.2 0.5 -0.7 0.000
H -6.222 0.329 -0.697 -0.2 -0.3 0.0 0.000
H -2.591 -0.798 -6.392 0.0 0.4 0.5 0.000
H -5.371 -1.512 2.156 0.6 0.0 -0.5 0.000
H 0.195 -2.507 2.022 -0.1 -0.5 -1.0 0.001
H 6.031 -4.638 3.346 0.7 -1.0 -1.1 0.000
H -3.753 1.166 -7.323 0.0 -0.2 0.1 0.000
H 4.672 -4.554 4.493 0.7 -0.4 0.4 0.000
H -4.480 -3.658 2.771 0.0 -0.4 -0.2 0.000
H 5.949 4.839 4.127 -0.5 0.2 -0.2 0.000
H 5.047 0.853 1.159 -0.3 0.2 0.3 0.000
H 0.038 2.189 2.887 -0.3 -0.5 -0.3 0.000
H 6.013 -3.329 4.462 -0.2 -0.4 0.2 0.000
H 3.683 2.346 -1.035 0.2 -0.1 -0.3 0.000
H -3.846 -1.860 -2.359 1.4 -0.7 -0.8 -0.015
H -4.126 -3.712 -4.059 -0.1 -0.1 -0.2 0.000
H 0.444 -1.168 3.049 0.5 -0.6 -0.1 0.000
H -5.635 2.316 -0.172 0.0 0.0 -0.3 0.000
H 1.464 0.574 3.500 0.7 0.4 0.2 0.001
H 2.523 -3.689 3.862 0.3 -0.9 0.6 0.000
H 0.097 3.306 1.647 -0.3 -0.2 -0.8 0.001
H -5.219 -1.033 -1.249 0.1 0.9 0.5 -0.009
H -4.852 0.737 -1.720 -0.4 -1.4 1.3 -0.001
H 2.463 -4.947 -3.533 -0.5 0.4 0.1 0.000
H 3.519 4.151 -0.918 0.2 -0.7 0.3 0.000

No. 2
91
Properties=species:S:1:pos:R:3:forces:R:3:lowdin_charge:R:1 method="wB97M-V/def2-TZVPD" charge=+1 e_above_lowest_kcal_mol=7.1 lumo_energy_ev="-4.053 / -4.039" largest_force_ev_per_a=2.37 gap_ev="6.3 / 6.3"
Re -0.371 -0.056 1.674 -0.1 -2.3 0.5 0.678
Te -1.036 -1.146 3.810 0.2 0.3 -0.5 0.519
Ge 1.282 -2.464 -0.571 0.0 0.2 0.2 0.926
Ge -3.353 -1.562 0.318 0.0 -0.2 0.1 0.702
P -0.444 2.336 0.896 -0.1 0.6 -0.3 1.036
O 2.300 -0.413 2.923 0.0 -0.2 0.2 -0.073
N 1.688 0.569 2.169 -0.3 -0.1 -0.1 -0.169
C 5.626 -1.055 0.663 -0.1 0.0 0.0 -0.082
C 0.224 -1.370 0.699 -0.3 1.4 0.2 -0.361
C 1.101 4.497 0.133 0.1 0.2 -0.1 -0.070
C -1.452 3.117 -2.991 0.0 0.0 0.1 -0.071
C 0.998 -4.355 -0.434 -0.1 -0.4 0.0 -0.291
C 2.269 5.226 -0.051 -0.1 0.0 0.0 -0.037
C 2.356 2.688 1.087 0.2 -0.4 0.3 -0.185
C 1.873 -6.602 -0.231 0.0 0.1 0.0 -0.072
C -2.324 0.041 0.759 0.5 0.3 0.3 -0.505
C 1.133 3.218 0.676 -0.2 0.0 -0.1 -0.281
C 3.524 3.422 0.890 0.2 0.0 0.0 -0.018
C 3.067 -1.916 -0.069 0.3 0.1 0.1 -0.289
C -5.224 -1.034 0.361 -0.3 0.0 0.0 -0.217
C 2.553 1.429 1.818 0.0 0.6 -0.4 -0.047
C 3.746 -0.970 -0.845 0.1 0.0 0.1 -0.095
C -2.155 4.783 4.410 0.0 0.0 0.0 -0.058
C -0.733 2.834 -1.835 -0.1 0.0 0.0 -0.102
C -1.391 2.698 -0.612 0.1 0.2 -0.1 -0.373
C 2.078 -5.224 -0.245 -0.3 -0.2 0.0 -0.097
C 0.597 -7.120 -0.415 0.0 0.0 0.0 -0.073
C -1.998 4.410 2.034 0.0 0.1 0.1 -0.082
C 4.955 -1.990 1.447 0.0 0.0 0.0 -0.077
C 0.529 -0.445 -2.546 0.0 -0.3 -0.3 -0.117
C -1.336 3.685 4.636 0.0 0.0 -0.1 -0.057
C -0.482 -6.263 -0.610 0.0 0.1 0.0 -0.071
C -3.109 -3.057 1.532 0.0 -0.2 0.1 -0.262
C 0.233 -0.886 -4.896 0.0 0.0 0.0 -0.070
C 0.242 0.005 -3.830 0.0 -0.1 0.1 -0.071
C 3.490 4.678 0.311 0.0 0.0 0.0 -0.042
C 3.681 -2.412 1.086 0.1 0.1 -0.1 -0.127
C 0.814 -1.795 -2.319 -0.1 0.1 -0.3 -0.304
C 0.798 -2.683 -3.397 -0.1 0.1 0.0 -0.088
C -2.875 -2.072 -1.496 -0.1 -0.1 -0.2 -0.203
C -0.282 -4.889 -0.621 0.1 -0.1 0.1 -0.104
C -1.187 3.296 2.259 -0.1 0.0 -0.1 -0.336
C -0.849 2.947 3.564 -0.1 0.1 0.1 -0.112
C -3.500 3.068 -1.731 0.1 0.0 0.1 -0.048
C -2.478 5.149 3.108 0.0 -0.1 -0.1 -0.057
C -2.833 3.249 -2.937 0.0 0.0 0.0 -0.054
C -2.784 2.789 -0.573 -0.1 0.2 -0.2 -0.121
C 5.020 -0.541 -0.478 -0.1 0.0 0.0 -0.084
C 0.506 -2.229 -4.681 0.0 0.0 0.1 -0.067
H -5.502 -0.673 1.357 0.0 0.0 -0.1 0.025
H 0.152 4.937 -0.154 0.1 0.0 0.0 0.116
H 3.566 1.213 2.143 0.1 0.0 0.0 0.146
H -1.477 -6.668 -0.758 0.1 0.0 0.0 0.109
H 4.409 5.232 0.159 -0.1 0.0 0.0 0.119
H 4.471 2.998 1.210 -0.1 0.1 0.0 0.123
H 2.219 6.222 -0.475 0.0 -0.1 0.0 0.119
H 0.344 2.723 -1.892 0.0 0.1 0.0 0.110
H -2.077 -3.417 1.546 -0.1 0.0 0.0 -0.007
H -0.930 3.237 -3.935 -0.1 0.0 0.1 0.111
H 0.506 0.251 -1.717 0.0 0.1 0.1 0.072
H -3.283 -1.343 -2.203 0.1 -0.1 0.1 0.030
H -4.579 3.145 -1.688 0.1 0.0 0.0 0.115
H 0.007 -0.533 -5.896 0.0 0.0 0.1 0.109
H -0.201 2.104 3.762 0.0 -0.1 0.0 0.053
H -3.291 -3.056 -1.739 0.1 0.1 0.0 0.031
H -3.400 -2.788 2.553 0.0 -0.1 -0.1 -0.009
H -5.858 -1.894 0.120 0.0 0.2 0.0 0.027
H 0.489 -2.927 -5.509 0.0 0.0 0.0 0.109
H -1.133 -4.229 -0.774 0.1 -0.1 0.0 0.082
H -3.763 -3.874 1.206 0.1 0.1 0.1 0.029
H 1.617 -1.101 2.959 0.1 -0.2 0.2 -0.011
H 5.424 -2.384 2.342 0.0 0.0 -0.1 0.111
H -2.541 5.357 5.246 0.0 -0.1 -0.1 0.114
H -3.109 6.012 2.925 0.0 -0.1 0.0 0.113
H 3.082 -4.837 -0.124 0.0 0.0 0.0 0.093
H -2.224 0.557 -0.191 -0.1 -0.2 -0.1 -0.034
H -1.795 -2.106 -1.636 0.0 0.0 0.0 -0.015
H -3.391 3.494 -3.834 0.0 -0.1 0.1 0.114
H 6.626 -0.737 0.938 -0.1 0.0 0.0 0.107
H -2.262 4.708 1.026 0.0 0.0 0.1 0.101
H 0.016 1.049 -4.000 0.0 0.0 0.0 0.079
H -1.078 3.394 5.647 0.0 0.0 0.0 0.115
H 0.442 -8.194 -0.416 0.0 0.1 0.0 0.109
H -3.313 2.646 0.357 0.0 0.1 0.0 0.106
H 2.713 -7.270 -0.079 -0.1 0.0 0.0 0.108
H -2.938 0.674 1.406 -0.1 0.1 0.0 -0.002
H 5.544 0.186 -1.091 0.0 -0.1 0.0 0.106
H 1.002 -3.737 -3.235 0.0 0.1 0.0 0.104
H 3.286 -0.578 -1.749 0.1 0.0 0.1 0.096
H 3.165 -3.133 1.713 0.0 0.0 0.0 0.109
H -5.422 -0.244 -0.369 0.0 -0.1 0.1 0.018